Entry 1:
Molecular formula: C17H34FMgO11
Method: DFT, ωB97M-V/def2-TZVPD

HOMO-LUMO gap   7.300 eV
Relative energy (zero: lowest compared OMol25 entry of this formula, charge and spin)   294.6 kJ/mol
Charge   +1
E_LUMO   -3.866 eV

Each line ends with the natural charge from an NBO analysis.
Geometry (Å):
1 Mg -14.719 -4.755 -17.853  1.87
2 F -15.659 -2.993 -17.645  -0.94
3 C -17.137 1.699 -18.483  -0.44
4 C -17.484 1.913 -20.021  -0.42
5 C -17.656 0.487 -20.630  -0.07
6 O -18.067 -0.236 -19.485  -0.54
7 C -17.338 0.231 -18.365  -0.06
8 H -17.739 2.420 -17.929  0.22
9 H -16.110 2.000 -18.274  0.20
10 H -16.781 2.541 -20.570  0.21
11 H -18.416 2.478 -19.972  0.21
12 H -16.695 0.106 -20.975  0.13
13 H -18.342 0.537 -21.476  0.21
14 H -16.357 -0.215 -18.529  0.15
15 H -17.749 -0.038 -17.392  0.21
16 C -20.744 -4.467 -19.297  -0.43
17 C -19.497 -3.676 -19.444  -0.43
18 C -19.117 -3.416 -17.971  -0.05
19 O -20.387 -3.327 -17.358  -0.55
20 C -21.466 -3.802 -18.135  -0.07
21 H -20.507 -5.498 -19.037  0.19
22 H -21.283 -4.326 -20.234  0.22
23 H -19.718 -2.730 -19.938  0.21
24 H -18.674 -4.125 -20.000  0.20
25 H -18.573 -2.483 -17.827  0.20
26 H -18.537 -4.247 -17.571  0.14
27 H -21.952 -2.896 -18.496  0.17
28 H -22.159 -4.557 -17.763  0.19
29 C -14.606 -7.195 -21.228  -0.26
30 O -15.111 -5.971 -21.706  -0.46
31 C -15.491 -5.019 -20.847  1.06
32 O -15.623 -5.161 -19.600  -0.82
33 O -15.789 -3.860 -21.537  -0.47
34 C -15.956 -2.623 -20.847  -0.27
35 H -14.770 -7.422 -20.175  0.18
36 H -13.547 -7.082 -21.460  0.20
37 H -15.120 -8.017 -21.727  0.22
38 H -16.740 -2.678 -20.092  0.23
39 H -16.099 -1.743 -21.474  0.22
40 H -15.119 -2.479 -20.164  0.19
41 C -13.353 -0.849 -18.622  -0.27
42 O -12.337 -1.593 -19.302  -0.45
43 C -12.266 -2.908 -19.226  1.06
44 O -13.184 -3.685 -18.850  -0.83
45 O -11.169 -3.357 -19.935  -0.48
46 C -11.161 -4.761 -20.423  -0.26
47 H -13.183 0.201 -18.860  0.21
48 H -13.209 -0.816 -17.542  0.21
49 H -14.330 -1.166 -18.987  0.22
50 H -11.753 -5.453 -19.824  0.18
51 H -10.174 -5.221 -20.391  0.22
52 H -11.580 -4.887 -21.422  0.20
53 C -16.149 -8.610 -17.399  -0.26
54 O -16.972 -7.931 -16.425  -0.47
55 C -16.908 -6.629 -16.121  1.05
56 O -16.216 -5.776 -16.698  -0.80
57 O -17.734 -6.415 -14.993  -0.46
58 C -17.762 -5.105 -14.512  -0.28
59 H -15.179 -8.883 -16.984  0.20
60 H -16.023 -8.010 -18.301  0.18
61 H -16.708 -9.473 -17.760  0.23
62 H -18.273 -5.028 -13.552  0.22
63 H -18.472 -4.611 -15.176  0.20
64 H -16.810 -4.580 -14.578  0.20



Entry 2:
Molecular formula: CH3N3S
Method: DFT, ωB97M-V/def2-TZVPD

HOMO-LUMO gap (spin up / spin down)   6.570 / 8.057 eV
Relative energy (zero: lowest compared OMol25 entry of this formula, charge and spin)   380.4 kJ/mol
Charge   0
E_LUMO (spin up / spin down)   -1.009 / -0.559 eV

Each line ends with the natural charge from an NBO analysis.
Geometry (Å):
1 C 0.252 0.349 -0.214  -0.40
2 N 1.225 -1.749 -0.219  -0.16
3 N 2.745 -0.648 0.214  -0.55
4 N 0.249 -1.023 0.104  -0.35
5 S 2.210 0.724 -0.059  0.66
6 H 0.324 0.708 -1.216  0.22
7 H -0.171 1.043 0.565  0.23
8 H -0.153 -1.241 0.980  0.35



Entry 3:
Molecular formula: C8H8HgN2S3
Method: DFT, ωB97M-V/def2-TZVPD

HOMO-LUMO gap (spin up / spin down)   4.322 / 4.904 eV
2S+1   2
Expectation value of S²   0.761
Charge   -1
E_LUMO (spin up / spin down)   2.324 / 2.312 eV

Each line ends with the natural charge from an NBO analysis.
Geometry (Å):
1 Hg 2.821 0.027 -0.316  0.34
2 C 1.030 -3.656 -0.015  -0.66
3 C -0.104 -2.684 -0.070  0.09
4 N 0.059 -1.407 -0.093  -0.40
5 C -1.142 -0.736 -0.125  0.08
6 C -2.240 -1.534 -0.145  -0.45
7 S -1.768 -3.174 -0.107  0.37
8 C -1.139 0.738 -0.123  0.18
9 C -2.236 1.542 -0.140  -0.48
10 S -1.754 3.177 -0.095  0.38
11 C -0.097 2.682 -0.063  0.08
12 N 0.062 1.404 -0.089  -0.42
13 C 1.042 3.647 -0.019  -0.66
14 H 1.959 -3.088 -0.006  0.27
15 H 1.019 -4.324 -0.878  0.22
16 H 0.982 -4.261 0.890  0.22
17 H -3.280 -1.249 -0.153  0.23
18 H -3.277 1.262 -0.143  0.23
19 H 0.699 4.677 0.061  0.21
20 H 1.646 3.534 -0.920  0.24
21 H 1.684 3.404 0.827  0.27
22 S 4.036 0.018 1.723  -1.32



Entry 4:
Molecular formula: C5H8N2
Method: DFT, ωB97M-V/def2-TZVPD

HOMO-LUMO gap   9.973 eV
SMILES string   Cc1ccn(C)n1
Relative energy (zero: lowest compared OMol25 entry of this formula, charge and spin)   46.1 kJ/mol
Charge   0
E_LUMO   1.049 eV

Each line ends with the natural charge from an NBO analysis.
Geometry (Å):
1 C 1.075 0.834 -2.116  -0.64
2 C 0.316 0.206 -0.989  0.13
3 C -0.900 -0.514 -1.030  -0.35
4 C -1.175 -0.806 0.285  -0.04
5 N -0.172 -0.274 1.020  -0.17
6 C -0.070 -0.201 2.459  -0.40
7 N 0.746 0.340 0.259  -0.28
8 H 0.535 1.705 -2.504  0.22
9 H 1.221 0.132 -2.943  0.22
10 H 2.052 1.167 -1.758  0.23
11 H -1.506 -0.750 -1.894  0.23
12 H -1.991 -1.342 0.754  0.22
13 H -1.065 -0.043 2.884  0.21
14 H 0.560 0.656 2.697  0.23
15 H 0.375 -1.109 2.877  0.20



| no. | F_max (hartree/bohr) |
| --- | --- |
| 1 | 0.0937 |
| 2 | 0.0451 |
| 3 | 0.0074 |
| 4 | 0.0046 |